Formula: C10H20IN2O
Source: the OMol25 dataset
Level of theory: ωB97M-V with the def2-TZVPD basis set

Geometry as XYZ:
```
34
Properties=species:S:1:pos:R:3:mulliken_charge:R:1
C -1.14569 0.08741 1.96871 0.80
C 1.02313 2.99991 0.52433 -0.79
C 1.51649 2.06628 -0.65460 -0.57
C 0.34395 2.11865 1.66546 -0.69
C 0.32240 1.60923 -1.53383 -0.42
C -0.88507 1.29523 1.37756 -1.07
C 1.34201 -2.80066 -0.40366 -1.08
C -1.10549 -2.40513 -1.04924 -1.57
C 0.43841 -0.75848 -1.92068 0.07
C 0.32624 -2.17452 -1.48247 0.28
N -2.29675 -0.61275 1.78429 -0.39
N 0.04723 0.21207 -1.25552 0.34
O -0.25756 -0.67020 2.63825 -0.55
I -2.58847 2.36114 0.49734 0.11
H 1.94616 3.35842 0.98827 0.38
H 0.46765 3.86828 0.23363 0.38
H 2.20672 2.54578 -1.22831 0.49
H 1.96314 1.08384 -0.18581 0.25
H 1.12496 1.47087 2.03290 0.38
H 0.00484 2.63102 2.55670 0.40
H -0.62544 2.04377 -1.27692 0.10
H 0.58597 1.86975 -2.60114 0.44
H 1.32395 -3.91991 -0.64232 0.40
H 1.05507 -2.51833 0.63283 0.19
H 2.39762 -2.51106 -0.69523 0.34
H -1.20199 -3.47742 -0.94572 0.43
H -1.38889 -1.91641 -0.20041 0.41
H -1.73334 -2.04877 -1.81540 0.44
H -0.56028 -1.53676 2.55641 0.39
H 0.78240 -0.56571 -2.93598 0.44
H 0.53804 -2.92152 -2.34435 0.36
H -2.96236 0.04508 1.40611 0.12
H -2.58004 -1.08586 2.60211 0.22
H -0.42499 0.25676 -0.29330 -0.04
```

Output
net charge: +1
lowest unoccupied orbital energy: -0.1294 hartree
energy above the lowest of the compared OMol25 structures with the same formula, charge and spin: 9.47 kcal/mol
E_HOMO: -11.7 eV
max |F|: 4.9 eV/Å